[1]
C35H52AsNdP3S | ωB97M-V/def2-TZVPD

Geometry (Å):
Nd 0.5803 -0.0045 -1.0220
P -2.1964 -0.6790 -0.9988
P -0.4432 1.7424 1.4177
P 1.1682 -2.2613 1.5860
H 5.9092 -2.3499 -4.1832
C 5.3435 -3.0610 -3.5369
C 4.0864 -3.4588 -3.7523
H 3.4822 -3.0672 -4.5759
C -3.2354 -0.2669 -2.4452
C -3.4282 -0.2778 0.2747
C -2.5672 -2.4754 -1.0529
C 1.0679 2.4933 2.1792
C -1.4271 3.3122 1.4116
C -1.2438 1.1081 2.9536
C 1.8623 -3.9128 1.8526
C -0.4691 -2.5638 2.2552
C 2.0172 -1.2514 2.7784
H 5.9643 -3.5672 -2.7722
H 3.7042 -4.3630 -3.2386
H -2.7207 -0.5110 -3.3785
H -3.5485 0.7775 -2.4523
H -4.1205 -0.9056 -2.3442
H -3.4899 0.7961 0.4522
H -3.1794 -0.7712 1.2158
H -4.3907 -0.6483 -0.1029
H -1.8475 -2.9921 -1.6942
H -3.5786 -2.5598 -1.4885
H -2.5274 -2.9059 -0.0468
H 0.7492 3.1467 3.0131
H 1.5805 3.1131 1.4236
H 1.7406 1.7070 2.5603
H -1.2661 3.8125 2.3804
H -2.4937 3.0580 1.3169
H -1.1071 3.9742 0.5943
H -1.4085 1.9572 3.6369
H -0.6285 0.3532 3.4624
H -2.2299 0.6891 2.7083
H 1.9754 -3.9499 2.9637
H 2.8236 -4.0935 1.3412
H 1.1383 -4.6811 1.5474
H -0.1869 -3.1092 3.1841
H -1.0473 -3.2238 1.6017
H -1.0154 -1.6393 2.4970
H 2.4030 -2.0113 3.4711
H 1.3500 -0.5476 3.3025
H 2.8858 -0.7039 2.4103
C 2.7174 -1.5134 -2.0880
C 3.7160 -1.1762 -1.1368
C 4.8376 -0.4250 -1.5297
C 5.0099 -0.0636 -2.8705
C 3.9385 -0.2396 -3.7619
C 2.7758 -0.9156 -3.3920
S 1.4960 -2.7235 -1.8023
H 1.3260 -2.1780 0.0703
H 3.6115 -1.5059 -0.0887
H 5.6075 -0.1644 -0.7962
H 5.9694 0.3017 -3.2710
H 4.0324 0.1075 -4.7977
H 1.9660 -1.1639 -4.0905
C -4.1913 5.6374 -1.0251
C -4.4179 4.2573 -1.0607
C -3.3956 3.3778 -1.4473
C -2.1232 3.8832 -1.7842
C -1.9262 5.2672 -1.8015
C -2.9440 6.1302 -1.3970
As -0.7020 2.5827 -2.2983
C -1.2943 2.2625 -4.1570
C -0.7448 1.1728 -4.8445
C -1.2258 0.8485 -6.1126
C -2.1848 1.6495 -6.7408
C -2.7281 2.7447 -6.0575
C -2.2690 3.0638 -4.7677
C 0.7605 3.8673 -2.5835
C 1.1186 4.2849 -3.8704
C 2.1743 5.1946 -4.0328
C 2.8819 5.6613 -2.9194
C 2.5102 5.2513 -1.6387
C 1.4566 4.3553 -1.4702
H -4.9961 6.3118 -0.7290
H -5.3973 3.8515 -0.7805
H -3.5973 2.3000 -1.4654
H -0.9705 5.6675 -2.1186
H -2.7580 7.1960 -1.3742
H 0.0429 0.5793 -4.3914
H -0.8496 -0.0339 -6.6211
H -2.5103 1.4367 -7.7623
H -3.5201 3.3480 -6.5099
H -2.6889 3.9365 -4.2492
H 0.5925 3.8890 -4.7481
H 2.4521 5.5202 -5.0394
H 3.7171 6.3482 -3.0584
H 3.0504 5.6361 -0.7746
H 1.1848 4.0238 -0.4845

Cartesian forces, eV/Å:
0.9248 -0.1728 -0.6831
-1.8854 -0.9829 -0.3582
0.1036 1.1206 1.4800
-0.0445 -1.1600 0.3085
-0.7903 -0.4454 0.6274
0.5800 -0.4900 -0.2533
0.7787 -0.8611 -0.2662
0.2216 -0.1732 0.2853
0.2724 0.2272 -0.4644
0.2017 0.4201 0.4762
0.4986 -0.2732 -0.1125
0.1681 -0.2066 -0.1513
-0.1361 -0.1489 -0.6568
-0.0918 -0.4610 -0.0286
0.3943 -0.2113 0.1594
-0.1374 0.2554 0.3989
0.4524 0.5656 0.6601
-0.4550 0.3631 -0.4832
0.0915 0.8498 -0.1578
-0.1473 0.1332 0.0050
0.1636 -0.1750 -0.2097
0.1354 0.2834 -0.1466
-0.1223 0.0234 -0.0067
-0.1342 -0.0146 -0.0342
0.2194 0.1049 0.2386
-0.1958 -0.0958 0.0373
0.5089 -0.2687 0.4322
-0.1170 -0.0165 -0.2506
0.2372 -0.3796 -0.3711
-0.0055 -0.2796 0.4198
-0.0712 0.4596 -0.1486
0.0134 -0.2843 -0.3706
0.3184 0.3058 -0.1606
-0.3258 -0.1414 0.2949
0.1900 -0.3429 -0.2442
-0.2917 0.1989 -0.0755
0.2933 0.0175 0.1765
0.0908 -0.2932 -0.8620
-0.3854 0.1317 0.3187
0.2379 0.2285 -0.0289
-0.6672 0.3341 -0.3780
0.0918 0.0997 0.1922
0.1078 -0.4416 -0.0722
-0.0785 0.5253 0.2376
0.2528 -0.3794 -0.2111
-0.0577 -0.0515 -0.1664
0.5951 1.0386 -0.6128
-0.3562 0.5429 -0.0596
0.0660 -0.0735 0.0385
-0.4138 -0.1797 -0.2412
-0.1713 0.2977 -0.3281
0.1683 -0.1205 1.1155
-1.2566 0.9672 0.7985
-0.2160 0.1166 -0.2196
0.3029 -0.1023 -0.6493
-0.2594 -0.2571 -0.2794
-0.6316 0.0991 0.5235
0.0217 -0.1263 0.4373
0.5089 0.2000 0.1065
0.0205 -0.3598 -0.0548
0.0660 -0.3114 -0.0945
0.1413 0.3602 0.2811
-0.6396 -0.5778 0.2588
0.2782 -0.4611 0.1377
-0.1498 -0.1290 -0.0484
-0.4851 1.6063 -1.2968
0.1149 -0.1199 0.1817
-0.7889 0.2901 -0.1115
0.1575 0.0903 -0.1628
-0.1514 0.2176 0.3083
0.3488 -0.0778 0.2522
-0.1987 -0.1130 -0.0400
0.3072 -0.3142 -0.0630
0.1296 -0.0123 -0.0382
-0.0693 -0.1976 0.0957
-0.2757 -0.0693 -0.2258
0.0585 0.0373 -0.0076
0.2435 -0.0193 -0.6572
0.2975 -0.1750 -0.0497
0.4035 0.2097 -0.1716
0.0898 0.6018 0.1031
-0.0393 0.0743 0.0985
0.0018 -0.0113 -0.0874
0.0651 -0.1663 0.0146
0.0653 0.1753 -0.0230
0.0639 -0.0789 0.4328
0.4043 -0.1641 0.0950
0.1829 -0.5063 -0.2292
0.2265 0.2735 0.3879
-0.1000 -0.1069 0.3948
-0.2614 -0.1684 0.0774
-0.1425 -0.1189 -0.1682
-0.1310 0.0219 0.3841

## Properties
HOMO (alpha / beta) = -16.014 / -16.006 eV
LUMO energy (alpha / beta) = -9.8516 / -9.4103 eV
Kohn-Sham gap (alpha / beta) = 0.226 / 0.242 Ha
Charge = +3
Spin multiplicity = 4

Results of the Löwdin charge analysis, in e, for atoms 1 through 6: Nd 1.26; P 0.66; P 0.71; P 0.77; H 0.08; C -0.06

[2]
C35H52Cl60I2N5OP | ωB97M-V/def2-TZVPD

Geometry (Å):
C 6.8150 0.1639 0.3767
C 5.7088 -0.9112 0.6351
N 4.9705 -1.0646 -0.6160
N 3.7487 -1.7938 -0.5105
C 2.6276 -0.9997 0.0034
C 2.7893 0.5009 -0.2570
I 2.6374 1.6878 1.5240
C 2.9847 1.0617 -1.4138
C 3.1219 2.5468 -1.6534
I 3.1179 -0.0962 -3.2138
C 1.2181 -1.5724 -0.4953
C 0.1627 -0.4508 -0.6642
C -1.2724 -1.0981 -0.6907
C -2.2548 -0.5059 0.3944
C -2.8847 -1.7011 1.1641
N -3.9006 -1.3071 2.1535
C -3.4241 -0.3865 3.1233
N -3.8653 0.7912 3.2013
N -2.4035 -0.8153 3.9837
O 1.3153 -2.4148 -1.6406
C 0.8376 -3.7265 -1.4110
P 3.8435 -3.3799 0.1948
C 5.2769 -4.3529 -0.4697
C 3.7924 -3.3824 2.0633
H 7.7074 -0.1346 0.9416
H 7.0889 0.0729 -0.6833
H 6.4702 1.1667 0.6369
H 5.0775 -0.6013 1.4731
H 6.2651 -1.8323 0.8994
H 5.5307 -1.5529 -1.3061
H 2.5852 -1.1427 1.0973
H 4.1062 2.8032 -2.0621
H 2.8343 3.1576 -0.7975
H 2.4120 2.7947 -2.4607
H 0.8309 -2.1992 0.3253
H 0.3295 0.1572 -1.5573
H 0.1662 0.1902 0.2273
H -1.2147 -2.1711 -0.4729
H -1.7202 -1.0318 -1.6876
H -3.0927 -0.0728 -0.1690
H -1.7789 0.2156 1.0608
H -3.3314 -2.3709 0.4174
H -2.1072 -2.2880 1.6622
H -4.7528 -0.9861 1.7126
H -4.5739 0.9717 2.4964
H -2.0938 -1.7493 3.7225
H -1.5997 -0.2060 3.8495
H -0.2581 -3.8151 -1.4958
H 1.2445 -4.3639 -2.2107
H 1.1876 -4.1604 -0.4721
H 4.9553 -5.3978 -0.4804
H 6.1456 -4.2156 0.1848
H 5.4597 -4.0723 -1.5123
H 4.5186 -4.0405 2.5473
H 2.7712 -3.6467 2.3592
H 3.9483 -2.3560 2.4356
C 7.2986 -6.6575 2.2482
Cl 8.1099 -7.4648 0.9043
Cl 7.6155 -4.9180 2.2131
Cl 5.5652 -6.9805 2.2121
H 7.6974 -7.0550 3.1735
C -2.6698 2.5421 -2.0049
Cl -1.6934 2.5301 -0.5357
Cl -1.9866 1.4438 -3.2011
Cl -4.3439 2.1087 -1.6434
H -2.6568 3.5453 -2.4122
C 0.9616 1.8811 -6.0724
Cl 1.9300 1.1754 -7.3711
Cl 1.2736 3.6139 -5.9386
Cl -0.7531 1.5720 -6.3261
H 1.2537 1.4140 -5.1377
C -0.7890 -6.3738 1.6623
Cl 0.0343 -7.1626 0.3141
Cl -0.4859 -4.6368 1.6668
Cl -2.5249 -6.6468 1.5995
H -0.4062 -6.7920 2.5855
C 9.5738 1.3217 -2.3064
Cl 8.8860 -0.3063 -2.3066
Cl 8.3178 2.5338 -2.0413
Cl 10.8418 1.4606 -1.0872
H 10.0163 1.5009 -3.2783
C -5.3631 -4.3712 3.7036
Cl -5.8383 -5.3833 2.3318
Cl -6.7351 -4.1090 4.7843
Cl -4.0124 -5.0955 4.5799
H -5.0392 -3.4081 3.3209
C -7.4644 2.2661 2.3602
Cl -6.6049 1.5706 0.9788
Cl -7.1586 4.0002 2.4693
Cl -9.1939 1.9451 2.2422
H -7.0909 1.7972 3.2629
C 4.1462 4.6747 -8.2679
Cl 3.1136 5.5144 -9.4289
Cl 5.6698 4.1969 -9.0256
Cl 4.4427 5.6855 -6.8542
H 3.6313 3.7776 -7.9431
C -0.3631 -2.6417 6.8468
Cl 1.0400 -2.1783 7.8123
Cl 0.1468 -3.3854 5.3259
Cl -1.4121 -3.7351 7.7500
H -0.9273 -1.7464 6.6113
C 4.5581 1.2095 5.4066
Cl 5.4946 1.1835 6.9021
Cl 5.2758 0.1388 4.2017
Cl 2.8779 0.7607 5.7154
H 4.5733 2.2189 5.0143
C 4.3885 -10.4544 3.8871
Cl 4.2348 -9.9680 5.5752
Cl 3.3261 -9.4850 2.8634
Cl 6.0688 -10.3293 3.3517
H 4.0844 -11.4905 3.8037
C 1.5893 7.5821 -12.3580
Cl -0.0121 8.2772 -12.1024
Cl 1.5461 6.3665 -13.6347
Cl 2.7645 8.8453 -12.7387
H 1.9000 7.1004 -11.4399
C -12.4331 4.5642 2.9046
Cl -12.6730 4.8782 4.6246
Cl -13.4861 5.5932 1.9336
Cl -10.7348 4.7797 2.4396
H -12.7013 3.5327 2.7134
C 3.1827 11.6701 -9.9142
Cl 4.6712 12.5679 -10.2229
Cl 3.3224 10.7175 -8.4341
Cl 1.7997 12.7635 -9.8262
H 3.0224 10.9879 -10.7384
C -10.3894 8.5440 5.6374
Cl -11.7670 8.2373 6.6989
Cl -10.3487 7.3660 4.3191
Cl -10.4364 10.1975 5.0196
H -9.4827 8.4303 6.2179
C -13.6043 9.6458 1.4944
Cl -14.0065 8.7261 0.0404
Cl -15.0105 9.7833 2.5549
Cl -12.2545 8.8948 2.3462
H -13.3067 10.6427 1.1946
C 0.2181 -12.1833 2.2999
Cl -0.2480 -11.1943 0.9171
Cl 1.9655 -12.4395 2.3105
Cl -0.3103 -11.4330 3.8084
H -0.2661 -13.1476 2.2116
C 9.2537 4.7460 -6.9438
Cl 8.5765 6.2807 -6.4008
Cl 10.8161 4.9925 -7.7275
Cl 9.4049 3.6199 -5.5902
H 8.5744 4.3143 -7.6686
C 2.9184 -11.2326 9.4505
Cl 2.3138 -11.7020 7.8605
Cl 3.2097 -12.6551 10.4540
Cl 4.3894 -10.2671 9.2965
H 2.1638 -10.6252 9.9343
C -12.9245 6.3135 -3.2288
Cl -13.7619 4.9751 -4.0200
Cl -13.8184 7.8213 -3.4472
Cl -12.6833 5.9732 -1.5146
H -11.9527 6.4261 -3.6927

Cartesian forces, eV/Å:
-0.3812 -1.1703 0.1009
1.6311 0.5151 -0.5084
-0.4815 0.3105 0.5360
1.6383 -0.4070 0.3582
-0.5618 -0.2351 0.2460
-0.1604 -1.4512 1.0807
0.0250 -0.3513 -0.4017
0.3435 1.3635 -1.0342
-0.6353 -0.2755 -1.1935
-0.0504 0.5390 0.5309
-0.0326 0.2138 0.1583
-0.8724 -1.2192 0.1897
0.1580 0.5195 0.6177
-0.3992 -1.5824 -1.0834
0.2465 0.4246 -0.2352
0.5445 -0.8577 0.4781
-0.6289 0.1308 -0.9142
-0.2827 0.7774 0.7636
0.4982 -0.5351 -0.9266
-0.2368 0.4962 0.5853
-0.0593 -0.7763 -0.8357
-2.7456 -1.6876 -0.6652
0.0666 1.0238 0.6252
0.5361 1.1412 -0.0607
-0.1257 0.4923 0.0629
-0.2304 0.4619 0.4912
0.1847 -0.0762 -0.1838
-0.1930 -0.1802 -0.3331
-0.5461 0.0192 0.2176
0.0204 0.1374 0.0409
-0.1004 0.3772 -0.2326
-0.0536 -0.0494 0.3578
0.3430 -0.1909 0.0088
0.1879 0.0825 0.1822
0.2906 0.1470 -0.0332
0.1222 -0.0806 0.1842
0.3973 0.0286 -0.2759
0.2803 0.1269 -0.1272
0.0832 0.0941 0.1997
0.2273 0.5176 0.4980
-0.1562 -0.0369 -0.1140
-0.0822 0.0768 0.3117
-0.0429 0.0556 -0.0128
0.1374 0.2217 0.0624
0.2264 0.0039 -0.1000
-0.1396 0.0221 0.2285
-0.1895 0.1372 0.4470
0.1694 0.2627 0.1681
0.0089 0.2527 0.1609
-0.0139 0.2870 -0.0607
0.0551 0.2002 0.1980
0.0771 -0.2158 -0.6297
0.1116 0.1193 0.2369
-0.0500 0.0258 -0.1432
0.2673 -0.2081 -0.1268
0.1596 -0.3270 0.1070
-0.0904 0.0041 -0.1120
-0.0056 0.0076 0.0553
0.1264 -0.0396 0.1984
0.0861 0.1035 0.0213
-0.0149 0.0227 -0.0279
0.0575 -0.1286 0.1465
0.0438 0.3098 -0.0622
-0.0324 0.0758 -0.0325
-0.0020 0.0927 -0.0671
-0.0344 -0.0418 -0.0068
-0.0313 -0.0138 0.0304
0.0195 0.0084 0.0515
0.0478 0.0301 0.0195
0.0336 -0.0213 -0.1474
0.0564 -0.0030 -0.0410
-0.1462 -0.0514 -0.0422
0.0240 0.0634 0.0637
0.1781 0.0943 0.1686
-0.0410 -0.1724 -0.0192
0.0069 0.0245 -0.0341
-0.0568 0.0315 0.1284
0.2845 -0.0463 -0.3254
0.0387 -0.0164 -0.0604
-0.0206 -0.0077 -0.0592
-0.0034 -0.0267 0.0256
-0.0043 0.0026 0.0243
0.0266 0.0749 0.0328
0.0378 0.0246 -0.0470
0.0066 0.0809 -0.0018
0.0159 -0.0362 -0.0184
-0.1158 0.0774 0.0381
-0.0227 -0.0298 -0.0084
0.0168 -0.0584 0.0038
0.2359 -0.3099 -0.0116
0.0327 0.0142 -0.0388
0.0701 0.0666 0.0913
-0.0280 -0.0639 0.0215
-0.0313 -0.0307 -0.0019
-0.0164 -0.0555 -0.0296
-0.0059 0.0328 -0.0251
0.0027 -0.0227 0.0853
-0.0461 0.0267 -0.0554
-0.0380 0.0425 -0.0887
0.0005 0.0463 -0.0475
-0.0008 -0.0532 -0.0100
-0.0294 -0.0888 0.0411
-0.0204 0.0349 -0.0479
0.0442 0.0059 0.0168
0.0250 0.0345 -0.0290
0.0012 -0.0364 0.0046
0.0229 0.2301 0.0491
0.0490 -0.0227 -0.1066
0.0435 0.1032 0.0382
-0.0189 -0.1114 -0.0117
0.0055 0.0352 0.0090
-0.1104 0.0104 -0.0813
0.0587 -0.0144 0.0400
0.0352 0.0212 0.0675
0.0417 -0.0046 0.0235
0.0003 0.0290 -0.0271
0.0043 0.0995 0.0007
-0.0285 -0.1270 -0.0425
0.0034 -0.1009 -0.0138
-0.3379 0.1401 -0.0004
0.0403 0.0287 -0.0052
0.0090 0.0712 0.0813
-0.0322 -0.0419 -0.0187
-0.0086 -0.0208 -0.0570
0.0234 -0.0470 -0.0258
-0.0123 -0.0075 -0.0027
-0.0614 -0.0060 -0.0739
0.0400 -0.0073 -0.0150
0.2737 0.1692 0.2669
0.0842 -0.0211 0.0772
-0.0364 -0.0075 -0.0141
0.0087 -0.1304 0.0186
-0.0162 0.1414 0.0518
0.0314 0.0337 -0.0172
-0.1684 0.1884 -0.1581
-0.0357 -0.0297 0.0013
0.0037 0.1781 0.0322
-0.0195 -0.0261 0.0124
-0.1048 -0.3589 -0.0769
0.0169 -0.0493 -0.0151
0.0273 0.0283 0.0040
0.0592 0.0861 0.0234
-0.0158 -0.0522 -0.0349
-0.0583 -0.0280 -0.0041
-0.0576 -0.0086 -0.0202
0.0087 0.0034 0.0426
0.0605 -0.0847 -0.0451
-0.0895 -0.0178 0.1161
-0.0296 0.0519 -0.0011
-0.0461 0.0167 0.0102
0.0300 -0.0159 -0.0169
-0.0604 -0.0521 0.0812
0.0468 0.0250 -0.0111
0.0422 -0.0136 -0.0180
0.0507 -0.0567 -0.1107
-0.0396 0.0037 0.0050

## Properties
HOMO = -7.182 eV
LUMO energy = -0.2271 eV
Kohn-Sham gap = 0.256 Ha

Results of the Löwdin charge analysis, in e, for atoms 1 through 6: C -0.10; C -0.27; N -0.11; N -0.34; C -0.38; C -0.69